31
Properties=species:S:1:pos:R:3 method="wB97M-V/def2-TZVPD" charge=0 e_lumo_ha=0.029 e_tot_ev=-15239.07063 spin_multiplicity=1 orbital_gap_ev=9.42 e_above_lowest_kj_mol=786.1
C -1.970 -1.950 -1.266
C -2.652 -2.181 0.146
C -0.742 -0.627 0.661
C -0.411 0.405 1.553
C 1.004 1.004 1.190
C 2.251 1.339 2.055
C 3.503 1.558 1.369
C 3.514 1.823 -0.045
C 2.337 1.788 -0.672
C 1.162 1.370 -0.175
C 0.000 1.110 -1.042
C -0.512 -0.419 -0.837
C -1.734 -0.418 -1.548
H -2.646 -2.627 -2.107
H -0.888 -2.539 -1.221
H -3.727 -1.818 -0.193
H -2.476 -3.155 0.428
H -1.844 -1.573 2.047
H 0.270 -1.388 0.715
H -0.532 0.136 2.638
H -1.468 1.123 1.305
H 2.382 1.166 3.119
H 4.503 1.531 1.761
H 4.418 2.066 -0.451
H 2.339 1.637 -1.979
H 0.680 0.786 -2.163
H -0.809 1.975 -1.284
H 0.130 -1.178 -1.263
H -1.718 -0.237 -2.788
H -2.371 0.404 -1.040
N -1.995 -1.110 1.089